A cluster of 11 separate species, C21H48N6O27 in total in a non-equilibrium geometry. Source: the OMol25 dataset; level of theory: the ωB97M-V functional and the def2-TZVPD basis.

Geometry (Å):
C -1.16 0.16 -1.51
N -1.13 0.00 -0.03
O -0.22 -0.65 0.46
O -2.00 0.54 0.62
H -2.13 -0.26 -1.78
H -0.40 -0.44 -1.98
H -1.06 1.22 -1.71
C 1.69 -3.19 -1.79
N 2.57 -3.92 -2.73
O 2.06 -4.33 -3.76
O 3.73 -4.07 -2.43
H 1.69 -2.13 -2.01
H 2.06 -3.42 -0.80
H 0.72 -3.63 -1.98
C -3.43 3.13 -2.01
N -4.34 3.14 -3.18
O -3.89 2.74 -4.23
O -5.47 3.52 -3.00
H -3.70 3.88 -1.28
H -2.42 3.29 -2.39
H -3.41 2.13 -1.59
C 1.67 -0.62 -4.94
N 0.64 0.38 -5.35
O -0.37 0.41 -4.68
O 0.87 1.08 -6.31
H 2.48 -0.59 -5.66
H 1.16 -1.58 -4.85
H 2.06 -0.32 -3.97
C -2.43 -4.04 -4.38
N -1.53 -3.79 -3.20
O -1.25 -4.70 -2.45
O -1.34 -2.61 -2.95
H -3.24 -3.34 -4.24
H -2.74 -5.08 -4.34
H -1.80 -3.91 -5.26
C -5.40 -1.96 -3.13
N -4.91 -1.22 -1.91
O -4.85 -1.84 -0.87
O -4.62 -0.06 -2.06
H -6.48 -1.82 -3.09
H -5.06 -2.99 -3.10
H -5.03 -1.37 -3.95
C -0.51 -4.18 0.91
O 0.31 -4.77 1.91
C 1.20 -5.70 1.51
O 1.38 -6.02 0.37
O 1.90 -6.17 2.52
C 1.40 -6.08 3.87
H 0.00 -4.20 -0.04
H -0.72 -3.16 1.23
H -1.51 -4.62 0.85
H 1.76 -5.15 4.31
H 1.89 -6.89 4.41
H 0.32 -6.15 3.93
C 0.65 4.65 5.57
O 0.18 3.36 5.20
C -1.08 3.29 4.78
O -1.95 4.10 4.95
O -1.24 2.13 4.15
C -2.56 1.82 3.74
H 1.24 5.08 4.75
H 1.29 4.53 6.44
H -0.16 5.33 5.82
H -2.96 2.57 3.06
H -3.25 1.68 4.57
H -2.50 0.88 3.20
C 4.45 3.25 -2.37
O 3.15 2.75 -2.65
C 2.60 1.83 -1.87
O 1.50 1.38 -2.09
O 3.41 1.44 -0.89
C 2.83 0.57 0.09
H 5.22 2.49 -2.49
H 4.49 3.68 -1.37
H 4.64 4.06 -3.08
H 2.82 -0.45 -0.30
H 1.80 0.83 0.33
H 3.43 0.67 0.99
C -0.97 3.21 0.62
O -0.37 4.46 0.29
C -1.19 5.50 0.29
O -2.37 5.45 0.54
O -0.51 6.59 -0.04
C -1.27 7.77 -0.23
H -1.90 3.04 0.10
H -1.18 3.20 1.69
H -0.23 2.44 0.45
H -2.20 7.56 -0.75
H -0.67 8.46 -0.82
H -1.53 8.23 0.72
C 1.29 -1.91 3.35
O 2.68 -1.63 3.16
C 3.47 -2.00 4.17
O 3.20 -2.81 5.01
O 4.62 -1.34 4.04
C 5.64 -1.67 4.98
H 1.17 -2.92 3.73
H 0.77 -1.77 2.40
H 0.86 -1.19 4.06
H 6.32 -2.39 4.54
H 5.21 -2.11 5.88
H 6.14 -0.75 5.27

Values from the calculation:
Lowest unoccupied orbital energy (eV): -0.5
E_HOMO (eV): -10.809
Energy above the lowest of the compared OMol25 structures with the same formula, charge and spin (kJ/mol): 0.0
Structure (SMILES): C[N+](=O)[O-].C[N+](=O)[O-].C[N+](=O)[O-].C[N+](=O)[O-].C[N+](=O)[O-].C[N+](=O)[O-].COC(=O)OC.COC(=O)OC.COC(=O)OC.COC(=O)OC.COC(=O)OC
DFT total energy (eV): -86761.4681

Here are the Löwdin charges for atoms 1 to 2, given in e: 0.04, -0.40